No. 1
Formula: C5H7PS
Source: the OMol25 dataset
Level of theory: ωB97M-V/def2-TZVPD

The geometry in XYZ format:
```
14
Properties=species:S:1:pos:R:3:forces:R:3:lowdin_charge:R:1
C 1.1243 0.0162 -0.6665 -1.558 -0.424 -0.503 -0.11
C 0.5150 -0.6849 -1.6669 0.917 -0.450 -0.064 -0.29
C -1.1426 -0.0647 0.2877 -0.382 0.241 -0.114 -0.27
C 0.1215 0.3521 0.3977 2.189 1.883 0.801 -0.39
C 0.5460 1.2417 1.5860 3.040 -0.717 -0.942 -0.05
P -1.1876 -1.0022 -1.2436 0.231 -0.684 1.542 0.30
S -2.5665 -0.8424 -2.5740 0.076 -0.250 0.196 0.20
H 2.1770 0.3499 -0.5831 -0.836 -0.418 -0.185 0.12
H 0.8896 -1.1989 -2.5756 0.113 0.769 0.778 0.08
H -1.9208 0.2231 1.0329 0.574 -0.620 -1.014 0.11
H -0.1464 0.9790 2.2937 -1.430 -0.250 2.346 0.02
H 0.5215 2.3151 1.4521 -0.321 0.211 -0.620 0.07
H 1.6287 1.0810 2.0209 -2.050 -0.232 -1.015 0.12
H -0.5596 -2.7650 0.2387 -0.563 0.942 -1.206 0.11
```
Positions in Å, forces in eV/Å.

The calculation puts the frontier orbital gap (alpha / beta) at 7.70 / 7.35 eV. Its total energy is -25418.54215 eV. The total charge is 0. As for the spin multiplicity: 1. The calculation puts the LUMO energy (alpha / beta) at -1.52 / -0.87 eV.



No. 2
Formula: C5H7PS
Source: the OMol25 dataset
Level of theory: ωB97M-V/def2-TZVPD

The geometry in XYZ format:
```
14
Properties=species:S:1:pos:R:3:forces:R:3:lowdin_charge:R:1
C -0.3103 -1.1850 -1.8745 0.757 4.402 -0.467 0.06
C 0.0507 -0.4039 -0.8227 0.586 -1.722 -0.988 -0.37
C 0.3928 1.0177 -0.9258 0.160 -0.528 0.381 -0.16
C 0.6324 1.6259 0.2313 0.225 2.927 -0.061 -0.37
P 0.6520 0.5633 1.6851 -0.055 -0.462 -0.159 0.58
S -1.2040 1.0326 2.5972 0.022 -1.231 1.019 0.30
C 0.1630 -0.8965 0.6250 -0.790 -1.249 -0.579 -0.38
H -0.4021 -2.1956 -1.9963 -0.438 -2.517 0.642 0.02
H -0.4465 -0.6529 -2.8417 0.251 -0.313 0.659 0.07
H 0.6268 1.5185 -1.8447 -0.506 0.030 -0.584 0.10
H 0.8647 2.7712 0.2080 -0.203 -2.351 0.403 0.11
H -0.9964 -0.1060 3.4084 -0.446 1.398 -0.653 -0.15
H 0.8538 -1.7642 0.8540 -0.513 1.016 -0.746 0.09
H -0.8771 -1.3251 0.6969 0.950 0.601 1.135 0.09
```
Positions in Å, forces in eV/Å.

The calculation puts the frontier orbital gap at 8.72 eV. Its total energy is -25420.98376 eV. The total charge is 0. As for the spin multiplicity: 1. As for the SMILES: C=C1C=CP(S)C1. The calculation puts the LUMO energy at 0.37 eV.



No. 3
Formula: C5H8
Source: the OMol25 dataset
Level of theory: ωB97M-V/def2-TZVPD

The geometry in XYZ format:
```
13
Properties=species:S:1:pos:R:3:forces:R:3:lowdin_charge:R:1
C 1.7682 1.3372 -0.1187 0.522 0.348 1.059 -0.02
C 0.5269 0.8932 -0.0805 -2.717 1.436 -2.236 -0.18
C -0.3913 -0.1060 0.5538 3.525 1.386 2.786 -0.38
C -1.5849 -0.5963 -0.0412 2.362 0.116 -4.804 -0.11
C -0.2865 -1.4611 -0.0737 -1.977 -0.856 4.004 -0.08
H 2.5374 0.9666 0.5842 -0.165 0.484 -0.652 0.06
H 1.8743 2.2478 -0.7633 0.699 -1.225 0.697 0.07
H -0.0462 1.4438 -0.8689 0.021 -0.340 0.534 0.10
H -0.4367 0.0123 1.6600 0.348 -0.589 -0.745 0.15
H -1.5860 -0.2176 -1.0982 -1.399 -0.198 1.069 0.12
H -2.4222 -0.7972 0.5107 -1.922 -0.600 0.994 0.07
H -0.1862 -2.2612 0.7113 -0.021 0.528 -1.503 0.11
H 0.2332 -1.4617 -0.9755 0.724 -0.490 -1.202 0.08
```
Positions in Å, forces in eV/Å.

The calculation puts the frontier orbital gap at 10.49 eV. Its total energy is -5311.87867 eV. The total charge is 0. As for the spin multiplicity: 1. As for the SMILES: C=CC1CC1. The calculation puts the LUMO energy at 1.23 eV.